Record 1
C16H31MgNP2S | ωB97M-V with the def2-TZVPD basis set

Positions of all 52 atoms, in Å:
P 0.094 -1.499 1.892
P -0.028 1.609 1.975
C -0.120 -0.620 0.274
C 0.325 0.839 0.330
H -1.182 -0.695 0.009
H 0.452 -1.161 -0.490
H 1.408 0.943 0.164
H -0.185 1.430 -0.442
C -1.690 2.296 1.651
H -1.968 2.959 2.485
H -2.423 1.479 1.582
H -1.670 2.862 0.706
C 1.019 3.081 2.011
H 0.891 3.663 1.091
H 2.068 2.773 2.110
H 0.755 3.692 2.882
C -0.921 -2.980 1.614
H -0.751 -3.684 2.433
H -0.673 -3.448 0.659
H -1.979 -2.699 1.624
C 1.777 -2.164 1.564
H 2.506 -1.343 1.579
H 1.771 -2.644 0.578
H 2.053 -2.891 2.339
Mg -0.008 -0.038 4.014
C 0.544 1.710 -3.251
C -0.777 1.759 -3.035
C -1.813 1.010 -3.827
C -1.399 -0.377 -4.376
C -0.722 -1.282 -3.382
C 0.587 -1.343 -3.122
C 1.650 -0.542 -3.823
C 1.251 0.879 -4.287
C 0.119 -2.021 4.797
H 1.213 2.361 -2.675
H -1.181 2.470 -2.302
H -2.147 1.624 -4.682
H -2.697 0.868 -3.189
H -2.339 -0.880 -4.656
H -0.828 -0.262 -5.307
H -1.409 -1.978 -2.882
H 0.966 -2.101 -2.422
H 2.013 -1.096 -4.707
H 2.514 -0.446 -3.149
H 2.197 1.401 -4.503
H 0.706 0.829 -5.239
H 0.869 -2.010 5.596
H 0.269 -2.931 4.210
H -0.867 -2.104 5.285
S -0.119 1.873 5.625
C -0.075 0.801 6.884
N -0.044 0.031 7.784

Computed properties:
E_HOMO ... -0.2684 Eh
Electronic energy ... -53441.69063 eV
Gap between HOMO and LUMO ... 7.4 eV

Record 2
C16H31MnNOP2 | ωB97M-V with the def2-TZVPD basis set

Positions of all 52 atoms, in Å:
P -1.317 -1.772 -0.637
P 1.790 -1.439 -0.149
C -0.163 -3.136 -1.199
C 1.086 -3.164 -0.356
H 0.072 -2.917 -2.256
H -0.698 -4.104 -1.182
H 0.873 -3.525 0.665
H 1.861 -3.828 -0.779
C 2.856 -1.231 -1.602
H 3.446 -0.310 -1.478
H 2.255 -1.124 -2.515
H 3.546 -2.084 -1.721
C 2.950 -1.588 1.219
H 3.648 -2.430 1.072
H 2.409 -1.730 2.165
H 3.529 -0.656 1.299
C -2.487 -1.597 -1.996
H -3.332 -0.940 -1.732
H -2.879 -2.592 -2.265
H -1.979 -1.180 -2.876
C -2.295 -2.551 0.677
H -1.686 -2.705 1.579
H -2.710 -3.522 0.353
H -3.128 -1.882 0.945
Mn 0.015 -0.056 -0.018
C 2.405 -7.035 -1.047
C 2.692 -6.412 -2.190
C 2.207 -6.681 -3.583
C 0.918 -7.526 -3.723
C -0.266 -6.920 -3.032
C -0.630 -7.016 -1.753
C 0.005 -7.767 -0.623
C 1.481 -8.192 -0.809
C -1.694 1.365 0.021
H 2.892 -6.645 -0.132
H 3.412 -5.580 -2.133
H 3.009 -7.153 -4.174
H 2.030 -5.703 -4.067
H 0.695 -7.597 -4.809
H 1.109 -8.553 -3.390
H -0.903 -6.293 -3.686
H -1.552 -6.487 -1.461
H -0.595 -8.661 -0.385
H -0.058 -7.129 0.277
H 1.791 -8.703 0.127
H 1.555 -8.947 -1.600
H -1.693 1.946 1.057
H -2.611 0.853 0.095
H -1.613 2.028 -0.801
O -0.486 4.282 1.221
C -0.348 3.175 0.909
N -0.040 2.085 0.648

Computed properties:
E_HOMO (alpha / beta) ... -0.1855 / -0.2014 Eh
Electronic energy ... -70523.31078 eV
Multiplicity ... 6
Gap between HOMO and LUMO (alpha / beta) ... 5.4 / 5.6 eV

Record 3
C16H31N3O2 | ωB97M-V with the def2-TZVPD basis set

Positions of all 52 atoms, in Å:
C -4.949 0.436 1.859
H -5.568 0.774 2.505
C -4.914 1.405 0.506
H -4.749 2.312 0.761
H -6.047 1.113 -0.061
O -4.261 0.765 -0.449
C -2.995 1.088 -0.223
O -2.472 1.891 0.393
N -2.267 0.818 -1.567
H -2.641 0.097 -2.095
C -0.835 1.049 -1.497
H -0.553 1.477 -2.518
H -0.436 1.243 -0.756
C -0.117 -0.474 -1.476
C 1.280 -0.439 -1.374
C 2.390 -0.396 -0.861
C 3.885 -0.369 -0.522
N 3.991 0.629 0.648
C 3.849 2.179 0.173
C 4.778 2.722 -0.559
H 4.644 3.751 -0.795
H 4.607 2.398 -1.539
H 5.791 2.553 -0.238
H 2.683 2.236 -0.047
H 3.741 2.801 0.934
C 3.365 0.278 1.733
C 3.683 -1.325 2.214
H 4.792 -1.068 2.227
H 3.198 -1.947 1.670
H 3.303 -1.347 3.283
H 2.203 0.402 1.518
H 3.484 0.943 2.412
H 4.465 0.227 -1.390
H 4.240 -1.314 -0.339
N -0.877 -1.510 -0.589
C -0.753 -2.643 -0.922
C 0.586 -3.542 -0.975
H 1.324 -3.019 -1.117
H 0.460 -4.531 -1.134
H 0.753 -3.435 0.334
H -1.032 -2.997 -1.845
H -1.681 -3.295 -0.118
C -0.696 -1.203 0.843
C -1.709 -1.926 1.739
H -1.702 -1.284 2.632
H -2.492 -1.651 1.292
H -1.445 -2.968 1.851
H -0.514 -0.224 0.975
H 0.430 -1.396 1.033
H -0.398 -0.923 -2.468
H -5.197 -0.549 1.471
H -3.979 0.535 2.152

Computed properties:
E_HOMO ... -0.2862 Eh
Electronic energy ... -25641.04270 eV
Gap between HOMO and LUMO ... 8.6 eV

Record 4
C16H31N4O6STl | ωB97M-V with the def2-TZVPD basis set

Positions of all 59 atoms, in Å:
Tl -1.081 -1.115 -0.541
C 0.517 -3.344 1.519
C -0.869 -3.941 1.794
O -1.821 -3.268 0.987
C -3.168 -3.360 1.433
C -3.959 -2.178 0.846
O -3.245 -0.960 0.933
C -3.126 -0.387 2.224
C -2.203 0.827 2.087
O -0.891 0.522 1.628
C 0.073 0.166 2.607
C 0.237 -1.346 2.789
O 0.519 -1.926 1.523
H 1.232 -3.727 2.257
H 0.852 -3.614 0.515
H -0.844 -5.013 1.574
H -1.127 -3.823 2.853
H -3.621 -4.304 1.109
H -3.205 -3.332 2.530
H -4.108 -2.330 -0.226
H -4.931 -2.101 1.349
H -4.108 -0.053 2.582
H -2.715 -1.106 2.941
H -2.616 1.484 1.316
H -2.153 1.365 3.038
H 1.025 0.575 2.257
H -0.177 0.620 3.573
H 1.066 -1.551 3.478
H -0.678 -1.770 3.213
N 1.834 1.318 -1.486
C 3.008 1.292 -1.620
N 4.263 1.258 -1.685
C 5.121 2.121 -0.872
C 6.041 1.214 -0.036
O 6.767 0.350 -0.866
C 5.941 -0.512 -1.600
C 4.983 0.279 -2.505
H 4.515 2.761 -0.230
H 5.726 2.732 -1.547
H 5.445 0.648 0.699
H 6.780 1.818 0.495
H 5.368 -1.169 -0.928
H 6.609 -1.119 -2.213
H 4.276 -0.388 -3.000
H 5.554 0.835 -3.253
C -0.153 2.700 -1.431
C 0.631 1.722 -2.192
O 0.416 1.191 -3.232
H -0.241 3.613 -2.017
H 0.263 2.920 -0.453
H -1.184 2.313 -1.330
N -4.328 3.740 -2.565
C -4.328 2.404 -2.628
N -5.196 1.805 -3.445
S -3.269 1.500 -1.698
H -4.975 4.303 -3.091
H -3.695 4.205 -1.939
H -5.858 2.331 -3.991
H -5.192 0.804 -3.531

Computed properties:
E_HOMO ... -0.4844 Eh
Net charge ... +2
Electronic energy ... -50853.61686 eV
Gap between HOMO and LUMO ... 7.9 eV

Record 5
C16H31NO4 | ωB97M-V with the def2-TZVPD basis set

Positions of all 52 atoms, in Å:
C 0.690 -3.069 2.141
C -0.793 -2.793 2.386
O -1.628 -3.214 1.306
C -1.604 -2.408 0.188
N -2.251 -1.101 0.453
C -1.615 0.018 0.463
C -2.524 1.159 0.767
C -2.102 2.555 0.325
C -1.330 3.382 1.366
C -0.023 2.744 1.877
C 1.182 3.643 1.612
O 1.460 4.632 2.263
O 1.847 3.244 0.484
C 2.775 2.145 0.722
C 2.257 0.851 0.140
C -3.847 0.559 0.216
C -3.700 -0.895 0.687
H 1.116 -3.646 2.963
H 0.839 -3.652 1.232
H 1.280 -2.157 2.049
H -0.960 -1.739 2.633
H -1.145 -3.362 3.246
H -0.593 -2.194 -0.176
H -2.167 -2.911 -0.596
H -0.563 0.117 0.218
H -2.697 1.185 1.854
H -3.003 3.128 0.085
H -1.520 2.496 -0.600
H -1.991 3.534 2.225
H -1.162 4.371 0.942
H -0.095 2.550 2.950
H 0.199 1.807 1.379
H 3.724 2.429 0.266
H 2.955 2.022 1.794
H 2.172 0.792 -0.949
H 2.956 0.046 0.375
H 1.297 0.591 0.583
H -3.922 0.610 -0.871
H -4.701 1.063 0.665
H -3.970 -1.002 1.737
H -4.238 -1.591 0.048
C 1.675 -2.422 -3.696
C 2.216 -1.018 -3.351
C 3.500 -0.790 -4.173
O 2.450 -0.886 -2.017
H 2.400 -3.181 -3.395
H 0.740 -2.604 -3.158
H 1.474 -2.544 -4.770
H 1.461 -0.299 -3.769
H 4.260 -1.519 -3.881
H 3.892 0.212 -3.983
H 3.328 -0.886 -5.254

Computed properties:
E_HOMO ... -0.2006 Eh
Electronic energy ... -26770.06621 eV
Gap between HOMO and LUMO ... 3.7 eV

Record 6
C16H32AsBF6N8O2S3Sn | ωB97M-V with the def2-TZVPD basis set

Positions of all 70 atoms, in Å:
Sn -0.211 0.787 -0.332
C -3.475 1.688 0.260
C -2.556 2.808 0.754
N -1.366 2.954 -0.084
C -1.524 3.723 -1.323
C -2.263 3.010 -2.452
S -1.684 1.308 -2.745
C -3.175 0.297 -2.478
C -3.270 -0.349 -1.093
N -2.702 0.484 -0.047
H -4.000 2.010 -0.636
H -4.232 1.488 1.024
H -2.226 2.553 1.764
H -3.126 3.741 0.804
H -0.648 3.431 0.445
H -0.520 3.951 -1.669
H -2.040 4.674 -1.143
H -2.074 3.560 -3.372
H -3.338 2.969 -2.300
H -3.127 -0.497 -3.221
H -4.028 0.928 -2.719
H -2.691 -1.275 -1.104
H -4.318 -0.605 -0.901
H -2.596 -0.085 0.799
C -3.440 -3.234 2.275
N -2.091 -3.523 1.834
C -1.707 -4.665 1.160
C -0.381 -4.557 0.937
N 0.052 -3.360 1.460
B 1.516 -2.853 1.500
N 2.093 -2.681 0.054
C 3.398 -2.951 -0.231
C 3.665 -2.538 -1.499
N 2.510 -2.017 -1.996
C 2.362 -1.481 -3.340
C 1.549 -2.108 -1.043
S -0.085 -1.649 -1.320
C -1.003 -2.722 2.001
S -1.009 -1.192 2.758
H -3.833 -4.074 2.844
H -4.093 -3.051 1.421
H -3.410 -2.351 2.906
H -2.397 -5.457 0.925
H 0.299 -5.248 0.467
H 2.205 -3.646 2.084
H 1.508 -1.783 2.029
H 4.044 -3.415 0.493
H 4.574 -2.576 -2.074
H 2.586 -2.255 -4.072
H 3.035 -0.638 -3.477
H 1.343 -1.138 -3.481
C 4.356 0.710 3.109
O 3.715 0.259 1.912
C 2.504 0.668 1.586
O 1.993 0.247 0.561
N 1.878 1.518 2.437
N 0.629 2.030 2.103
H 5.304 0.185 3.143
H 3.771 0.445 3.991
H 4.551 1.783 3.074
H 2.353 1.893 3.239
H 0.696 3.037 2.020
H -0.040 1.781 2.821
F 1.264 2.922 -0.458
As 2.384 2.764 -1.874
F 2.859 4.386 -1.667
F 1.040 3.234 -2.868
F 3.372 2.452 -3.222
F 1.708 1.108 -1.982
F 3.561 2.188 -0.769

Computed properties:
E_HOMO (alpha / beta) ... -0.3605 / -0.3617 Eh
Net charge ... +1
Electronic energy ... -149284.57440 eV
Multiplicity ... 2
Gap between HOMO and LUMO (alpha / beta) ... 7.5 / 4.7 eV